1.
{"formula": "C18H7F11N4O5PtS2Se", "method": "the ωB97M-V functional and the def2-TZVPD basis", "e_homo_ev": -2.2, "relative_energy_kj_mol": 101.4, "charge": -2, "symbols": ["Pt", "O", "C", "C", "C", "C", "C", "C", "C", "N", "C", "C", "N", "H", "H", "H", "H", "H", "H", "H", "F", "C", "F", "F", "S", "O", "O", "N", "S", "O", "O", "C", "F", "F", "F", "F", "C", "C", "C", "F", "C", "F", "C", "F", "C", "F", "Se", "C", "N"], "xyz": [[-0.2344, -0.5974, 0.1432], [1.8198, -0.2853, 0.0988], [2.7059, -0.0699, 1.0108], [4.0626, -0.0376, 0.5752], [5.1141, 0.2006, 1.4222], [4.8880, 0.4056, 2.7850], [3.5867, 0.3760, 3.2373], [2.4813, 0.1631, 2.3998], [1.1568, 0.1852, 3.0262], [0.0320, -0.3689, 2.6149], [-0.8940, -0.1638, 3.6062], [-0.3425, 0.5395, 4.6261], [0.9634, 0.7574, 4.2501], [4.2208, -0.2036, -0.4831], [6.1244, 0.2189, 1.0269], [5.7083, 0.5728, 3.4716], [3.4175, 0.4905, 4.3026], [-1.9019, -0.5267, 3.5103], [-0.7460, 0.9180, 5.5490], [1.6245, 1.3502, 4.7158], [-2.3876, 2.4970, -2.1276], [-1.3503, 3.3225, -1.9913], [-1.7653, 4.5562, -2.2945], [-0.4210, 2.9739, -2.8750], [-0.7382, 3.2278, -0.2521], [-0.3024, 1.8620, -0.1430], [-1.8408, 3.6736, 0.5413], [0.4724, 4.2152, -0.3893], [1.0609, 5.1702, 0.6965], [1.9976, 6.0671, 0.0835], [0.1257, 5.6959, 1.6477], [2.1166, 4.0368, 1.7047], [2.7324, 4.7282, 2.6780], [1.3685, 3.0975, 2.2845], [3.0506, 3.4471, 0.9719], [-2.2907, -2.1427, -2.0078], [-2.9312, -1.3768, -1.1042], [-2.2276, -0.6960, -0.1117], [-3.0570, 0.1058, 0.6778], [-2.5302, 0.8715, 1.6518], [-4.4328, 0.1952, 0.5488], [-5.1560, 0.9753, 1.3742], [-5.0714, -0.5273, -0.4377], [-6.4091, -0.4647, -0.5859], [-4.3047, -1.3122, -1.2726], [-4.9101, -2.0053, -2.2589], [0.3623, -2.7718, -0.6460], [-0.9637, -3.8691, 0.0497], [-1.7439, -4.6087, 0.4776]], "nbo_charge": [0.7844, -0.7484, 0.4055, -0.2389, -0.2167, -0.3132, -0.1655, -0.2238, 0.3818, -0.5157, -0.0673, -0.1230, -0.5335, 0.2037, 0.1904, 0.1914, 0.1789, 0.2139, 0.2011, 0.4110, -0.3176, 0.7112, -0.3262, -0.3142, 2.2848, -0.9600, -0.9162, -1.2510, 2.2766, -0.9487, -0.9406, 0.7032, -0.3336, -0.3201, -0.3076, -0.3256, 0.3598, -0.3485, 0.2964, -0.3165, 0.2469, -0.3120, 0.2454, -0.3149, 0.2266, -0.3158, -0.0676, 0.0460, -0.4763]}

---

2.
{"formula": "C18H8Cl56N5", "method": "the ωB97M-V functional and the def2-TZVPD basis", "e_homo_ev": -12.1, "charge": 1, "symbols": ["N", "C", "C", "N", "C", "N", "C", "N", "N", "H", "H", "H", "H", "H", "H", "H", "H", "C", "Cl", "Cl", "Cl", "Cl", "C", "Cl", "Cl", "Cl", "Cl", "C", "Cl", "Cl", "Cl", "Cl", "C", "Cl", "Cl", "Cl", "Cl", "C", "Cl", "Cl", "Cl", "Cl", "C", "Cl", "Cl", "Cl", "Cl", "C", "Cl", "Cl", "Cl", "Cl", "C", "Cl", "Cl", "Cl", "Cl", "C", "Cl", "Cl", "Cl", "Cl", "C", "Cl", "Cl", "Cl", "Cl", "C", "Cl", "Cl", "Cl", "Cl", "C", "Cl", "Cl", "Cl", "Cl", "C", "Cl", "Cl", "Cl", "Cl", "C", "Cl", "Cl", "Cl", "Cl"], "xyz": [[4.5068, 0.5463, -1.5966], [4.3102, 0.3114, -2.8306], [3.2612, 1.2335, -3.5277], [1.9363, 0.6088, -3.2368], [1.4697, -0.5984, -3.5998], [0.2019, -0.7597, -3.0645], [-0.0190, 0.3909, -2.3838], [-1.0576, 0.7803, -1.6456], [1.0487, 1.2675, -2.4794], [5.1973, -0.1451, -1.2837], [4.7859, -0.5031, -3.4100], [3.4168, 1.3099, -4.6217], [3.2524, 2.2392, -3.0687], [2.0342, -1.3193, -4.1994], [-1.8311, 0.1352, -1.5250], [-1.0432, 1.7049, -1.2495], [1.2087, 2.1891, -2.1015], [5.0256, 2.7264, -7.4218], [3.2775, 2.4471, -7.5370], [5.3428, 4.4624, -7.3290], [5.6482, 1.9344, -5.9597], [5.8280, 2.0507, -8.8427], [5.6731, -4.0793, -4.2819], [5.6161, -2.3051, -4.4132], [5.3462, -4.5526, -2.6101], [4.4437, -4.7825, -5.3431], [7.2721, -4.6509, -4.7641], [-5.0732, -0.5091, -0.4639], [-4.5418, 1.1280, -0.0427], [-3.6521, -1.5063, -0.8306], [-5.9510, -1.2158, 0.8974], [-6.1328, -0.4427, -1.8779], [-1.3281, -1.0836, 2.6310], [-3.0314, -1.2360, 3.0811], [-0.5437, 0.0915, 3.6926], [-0.5405, -2.6660, 2.7618], [-1.2021, -0.5197, 0.9518], [-6.8184, 3.8499, 1.6125], [-5.3115, 4.7751, 1.7258], [-7.1571, 3.4629, -0.0855], [-6.6505, 2.3470, 2.5342], [-8.1556, 4.8002, 2.3023], [3.8126, -2.6299, 3.0202], [3.4091, -4.3373, 3.2619], [4.5467, -2.4079, 1.4188], [2.3382, -1.6575, 3.1213], [4.9533, -2.1132, 4.2705], [-3.8371, -5.7736, -0.7961], [-5.5510, -5.3321, -0.8352], [-3.0065, -4.7962, 0.4252], [-3.6750, -7.4877, -0.3910], [-3.1118, -5.4687, -2.3837], [2.0061, -5.7243, -0.2080], [1.4959, -7.1645, 0.6822], [1.0250, -4.3395, 0.3046], [3.7163, -5.4036, 0.1203], [1.7819, -5.9910, -1.9452], [-7.0364, 7.5362, -1.2171], [-6.5494, 9.1630, -0.7163], [-5.6022, 6.6199, -1.7163], [-7.8245, 6.7095, 0.1388], [-8.1600, 7.6519, -2.5800], [-6.9288, 2.2413, 6.8519], [-5.5443, 2.8634, 7.7633], [-6.5828, 0.5892, 6.3082], [-8.3633, 2.2328, 7.8876], [-7.2205, 3.2715, 5.4422], [0.4225, -1.0574, 7.4826], [-1.3125, -1.3778, 7.3181], [0.6846, 0.6834, 7.6802], [1.0548, -1.9156, 8.8935], [1.2659, -1.6163, 6.0288], [-7.6353, 10.1550, -6.1855], [-9.3490, 9.7428, -6.3526], [-7.4706, 11.8969, -5.9164], [-6.9529, 9.2761, -4.8069], [-6.7722, 9.7013, -7.6648], [5.0806, -3.0076, 10.1698], [6.7138, -2.7372, 10.7956], [4.5298, -4.6249, 10.6326], [3.9805, -1.7948, 10.8430], [5.0933, -2.8720, 8.4024], [10.1045, -4.5247, -2.0214], [9.6629, -6.2108, -1.7145], [10.8060, -4.3826, -3.6414], [8.6543, -3.5107, -1.9178], [11.2849, -3.9919, -0.8166]], "mulliken_charge": [-0.6688, 0.9459, -0.2889, 0.4382, -0.0398, -0.5164, 0.5659, -0.1507, -0.4069, 0.3009, -0.3167, 0.0004, 0.3438, 0.4915, -0.0486, 0.1537, 0.2186, 0.3648, -0.1174, -0.0809, -0.0825, -0.0748, 0.1498, -0.1793, 0.0633, -0.1023, -0.0164, 0.2482, -0.0461, 0.0097, -0.0788, -0.0871, 0.0797, -0.0405, -0.0563, -0.0591, 0.1088, 0.2181, -0.0575, -0.0402, 0.0147, -0.1218, 0.1265, -0.0833, -0.0305, -0.0127, -0.0652, 0.2555, -0.0840, 0.0007, -0.0911, -0.0951, 0.2152, -0.0922, 0.0809, -0.0614, -0.1049, 0.2767, -0.0931, -0.0890, -0.0163, -0.0814, 0.3057, -0.0950, -0.0951, -0.0951, -0.0394, 0.2280, -0.0846, -0.1139, -0.0585, 0.0637, 0.3326, -0.1046, -0.0952, -0.0241, -0.1027, 0.3072, -0.0991, -0.0927, -0.0885, -0.0406, 0.2921, -0.0833, -0.0922, -0.0224, -0.0956]}

---

What are the gap between HOMO and LUMO values for these records? In order: 6.8, 9.2 eV.